Here is a 2-piece molecular cluster, C8H12N2S overall from the Open Molecules 2025 dataset. Energies are from ωB97M-V/def2-TZVPD.

Values from the calculation:
LUMO level: 0.73 eV
Max |F|: 4.257 eV/A
Energy above the lowest of the compared OMol25 structures with the same formula, charge and spin: 89.5 kcal/mol
HOMO: -6.532 eV
SMILES: N=C=C1NC=CS1.C=C(C)C

Structure (XYZ):
```
23
Properties=species:S:1:pos:R:3:forces:R:3
N -2.2572 0.7165 -0.9916 -0.5505 -1.2572 -1.1630
C -1.8502 1.5895 -0.2496 0.2104 -1.1907 0.2039
C -1.2077 2.4141 0.5165 1.1031 0.7267 -0.6776
N -1.6758 3.1723 1.5719 -1.5748 -0.2300 0.8670
C -0.7538 4.0596 2.1040 0.8276 -0.9611 -2.0426
C 0.4327 4.0792 1.4700 -3.5615 -2.2357 -0.6628
S 0.4488 2.9255 0.1030 0.3119 0.7767 0.2797
H -1.9597 -0.2943 -0.8437 -0.3520 1.5343 0.3580
H -2.6996 3.2243 1.6027 0.9894 0.5311 0.5550
H -1.0181 4.6291 2.9249 -0.4871 1.0459 1.4501
H 1.2186 4.6540 1.6996 2.7819 1.8778 0.7203
C -0.4722 -1.8045 -0.5466 -0.9191 -0.6150 0.7947
C 0.4744 -0.9033 -0.7712 0.6514 -0.5590 0.2324
C 1.2816 -0.4131 0.3802 0.2001 -1.6368 2.7082
C 0.9951 -0.2755 -2.0070 0.2518 -0.5567 -3.2040
H -0.7977 -2.0440 0.4931 0.7625 0.0910 -0.7772
H -1.0491 -2.3605 -1.2726 0.0098 0.3895 -0.5211
H 1.0663 0.6260 0.5538 0.2030 0.3413 0.4108
H 1.1014 -1.0545 1.3100 -0.6213 1.1134 -0.9594
H 2.3714 -0.5789 0.4079 -0.1611 0.3926 -1.2380
H 1.1852 0.7740 -1.8083 -0.1394 0.2636 -0.1135
H 1.9925 -0.6996 -2.1917 0.0483 0.1059 0.2606
H 0.5434 -0.3761 -3.0931 0.0157 0.0526 2.5182
```
Positions in Å, forces in eV/Å.

Atom charges from the natural (NBO) analysis, given in e for atoms 1 to 2:
1 N -0.594
2 C 0.276

Here is an isolated ion of composition C8H12N3 and charge +1 from the Open Molecules 2025 dataset. Energies are from ωB97M-V/def2-TZVPD.

Values from the calculation:
LUMO level: -3.56 eV
Charge: +1
Max |F|: 3.603 eV/A
Energy above the lowest of the compared OMol25 structures with the same formula, charge and spin: 27.5 kcal/mol
HOMO: -11.621 eV

Structure (XYZ):
```
23
Properties=species:S:1:pos:R:3:forces:R:3
C 2.2994 -1.5639 0.0718 -0.1089 0.2781 0.0816
C 3.3924 -0.7212 -0.0496 -0.0704 -0.2552 -0.0452
C 2.0191 1.1956 0.0785 -0.8274 0.0117 0.1094
C 1.0447 -1.0107 0.2567 0.5488 0.5486 -0.1019
C 0.8770 0.4231 0.2981 0.7858 -0.1886 -0.1235
C -1.2884 -0.9705 0.6061 0.8265 2.9669 0.1829
C -2.4716 -1.0893 -0.2815 0.0459 -0.0577 -0.1256
C -0.9635 2.0522 0.1541 0.0770 0.3951 -0.1737
N 3.2210 0.6025 -0.0375 0.4074 -0.1876 -0.0614
N -0.1409 -1.6866 0.2912 0.1664 -0.6759 -0.2653
N -0.3517 0.8286 0.5416 -1.7202 -3.1370 0.4286
H 2.4342 -2.6314 0.0214 0.0778 -0.1060 0.0312
H 4.3947 -1.0997 -0.1709 0.0479 0.1006 0.0198
H 1.9794 2.2715 0.0369 0.1109 0.0444 -0.0226
H -1.4827 -0.8342 1.6657 -0.0145 -0.1031 -0.1104
H -3.1635 -0.2693 -0.1013 -0.0157 -0.0007 0.0601
H -3.0033 -2.0172 -0.0593 -0.0502 -0.0427 0.0531
H -2.1896 -1.0966 -1.3333 0.0314 0.0185 0.0009
H -1.9939 2.0541 0.5047 0.0078 0.1102 -0.0243
H -0.4427 2.8850 0.6347 -0.1215 0.1001 -0.0114
H -0.9491 2.2057 -0.9306 -0.0460 0.0480 0.0094
H 4.0392 1.1981 -0.1167 -0.1519 -0.1363 -0.0218
H -0.2309 -2.5062 -0.3036 -0.0069 0.2686 0.1103
```
Positions in Å, forces in eV/Å.

Atom charges from the natural (NBO) analysis, given in e for atoms 1 to 2:
1 C -0.278
2 C 0.046

Here is an isolated ion of composition C8H12N3O and charge +1 from the Open Molecules 2025 dataset. Energies are from ωB97M-V/def2-TZVPD.

Values from the calculation:
LUMO level (spin up / spin down): -4.21 / -4.80 eV
Charge: +1
Max |F|: 5.509 eV/A
Energy above the lowest of the compared OMol25 structures with the same formula, charge and spin: 166.2 kcal/mol
HOMO (spin up / spin down): -11.325 / -11.400 eV

Structure (XYZ):
```
24
Properties=species:S:1:pos:R:3:forces:R:3
C -0.0605 2.9561 -0.9032 0.0745 1.9410 0.6936
C -0.6398 1.8801 -1.5678 0.1604 0.4938 -1.1060
C 0.3824 2.9667 0.4334 -2.3849 -4.9017 -0.7933
C -0.6176 0.6624 -0.8281 -1.4926 0.7820 -0.9037
C -0.2792 0.6667 0.4945 0.4264 0.2543 0.2958
C 0.1970 1.7577 1.2771 -0.2010 0.1783 -4.1144
C -1.2476 -0.5784 -1.3903 2.0019 0.3676 -2.6514
C -0.3804 -1.9779 0.4891 2.4758 2.5257 -1.8985
N 0.6323 1.6420 2.5142 0.7046 -0.1194 5.4292
N 1.5600 -3.3958 0.4587 -1.5059 -1.8468 0.4307
N -0.3495 -1.7087 -1.0665 0.5896 2.4467 4.0227
O 0.8380 -2.1928 0.9976 0.0788 -0.6579 0.3617
H 0.0026 3.9485 -1.4153 0.0412 -1.0799 0.2968
H -1.0473 2.1384 -2.6681 0.9234 -1.4248 2.7186
H 0.8686 3.7448 0.8624 1.2769 2.4388 1.1143
H -2.1754 -0.8217 -0.9685 -1.5250 -0.1163 0.3583
H -1.2436 -0.5549 -2.5281 -0.5569 0.2139 1.4304
H -1.2352 -2.5802 0.5746 -1.0705 -1.0040 1.1883
H 0.5431 2.4449 3.2475 0.3278 -2.0195 -2.2778
H 0.7408 0.6819 2.9813 -0.5240 2.1959 -1.2618
H 1.0209 -4.2680 0.8706 1.6371 2.2461 -0.6702
H 2.5373 -3.3734 0.8416 -1.4973 0.3279 0.0196
H -0.6503 -2.5283 -1.4268 -0.9648 -3.3284 -2.1325
H 0.6036 -1.5101 -1.2797 1.0045 0.0867 -0.5503
```
Positions in Å, forces in eV/Å.

Atom charges from the natural (NBO) analysis, given in e for atoms 1 to 2:
1 C -0.180
2 C -0.246

Which value of max |F| does entry 2 give?
3.603 eV/A